1.
Entry from the Open Molecules 2025 dataset: a molecular structure, C39H83Cl3KMgN4O9P at a distorted geometry (ωB97M-V with the def2-TZVPD basis set).

Each line ends with the Löwdin spin population.
Atoms and positions in Å:
H -0.397 -6.163 1.586  0.000
Cl 2.714 7.288 4.211  0.000
H -5.672 0.404 -0.067  0.000
C -2.823 1.903 1.910  0.000
H 4.113 0.446 1.844  0.000
C 9.345 -7.408 1.541  -0.001
H 0.151 -0.160 2.122  0.001
C 2.797 2.427 -2.526  -0.029
H 1.009 -6.469 0.543  0.000
H 3.487 0.968 3.406  0.000
H 5.853 -2.963 1.933  0.005
C 4.901 -0.913 4.911  0.026
H -0.976 2.180 -0.344  0.000
C -4.302 -0.528 -2.908  0.000
Mg 2.004 -1.790 3.487  0.526
C -7.747 1.154 2.831  0.000
C 4.370 2.391 -2.505  -0.001
P 0.003 1.726 -5.606  0.000
N 11.472 -8.855 1.144  0.000
C 0.974 -0.336 -4.024  -0.001
O -0.925 8.332 1.265  0.000
C 0.387 0.113 -0.856  -0.008
O -7.369 1.001 1.685  0.000
H 1.319 6.289 5.828  0.000
C 2.399 1.913 -3.970  0.001
C -6.749 -0.911 3.575  0.000
H -0.001 3.610 -0.914  0.000
H -6.642 -1.498 4.484  0.000
H 0.816 -0.676 -5.070  0.000
H -5.507 -1.788 -1.627  0.000
C -2.645 -3.628 -2.353  0.000
H -2.670 -4.598 -1.819  0.000
H 2.451 2.831 -4.594  0.000
C 4.327 0.507 2.901  0.003
H 2.916 4.375 -1.492  -0.003
H -0.212 0.954 3.599  0.002
H 4.780 1.456 -2.920  0.000
H 8.590 -7.956 2.105  0.000
H -0.851 1.143 -2.832  0.000
H 3.036 -1.204 -4.242  0.000
H -0.574 -0.242 -1.266  0.000
H 3.234 1.281 -4.324  0.000
C 1.421 4.882 4.192  0.000
H -8.653 -0.273 5.491  0.000
C -4.755 0.655 -0.626  0.000
C 10.536 -8.219 1.319  0.000
Cl -0.065 5.500 3.412  0.000
H -1.049 -4.017 -4.437  0.000
H 5.081 -1.950 5.192  0.004
H -0.713 9.251 1.460  0.000
C 4.564 -0.838 3.442  0.055
H 0.095 -0.633 -3.423  0.000
H -2.796 2.164 2.992  0.000
H -3.034 -3.706 -3.383  0.000
C 0.995 1.233 -4.055  0.000
H 4.679 3.226 -3.168  0.000
H -8.544 1.481 5.236  0.000
H 1.255 -2.916 -5.015  0.000
H -5.762 -0.640 3.195  0.000
H -5.035 1.775 1.764  0.000
C -2.546 0.368 1.785  0.002
H -8.331 2.036 3.138  0.000
H 1.369 -2.423 -1.966  0.000
H -2.095 -1.350 2.981  0.001
H -4.347 3.417 1.496  0.000
O -1.356 2.623 -5.125  0.000
H 5.230 1.113 3.043  0.000
H -2.855 -1.891 -0.964  0.000
H 1.136 3.997 4.759  0.000
H -3.510 -0.153 1.632  0.000
C 1.814 -2.478 -2.975  0.000
N 0.941 2.838 -6.556  0.000
H 1.354 4.156 -2.477  0.000
O 7.128 -4.247 2.629  0.398
C 0.101 2.552 -0.466  -0.012
C 2.041 5.906 5.110  0.000
H 0.070 -0.810 3.821  0.079
H 5.802 -0.333 5.113  0.001
C 0.096 1.716 -2.840  0.000
H -1.992 2.484 1.446  0.000
C 2.436 3.956 -2.394  -0.022
C 0.496 -5.721 1.152  0.004
H 2.776 -3.027 -2.846  0.000
H -3.991 -3.215 -0.686  0.000
C -7.994 0.543 5.189  0.000
N -7.511 0.297 3.843  0.000
H -4.588 -0.539 -3.981  0.000
O 2.754 1.837 -0.301  -0.522
C 0.775 1.543 -1.432  -0.026
O 0.115 -4.617 0.337  0.007
H 0.362 3.221 -7.295  0.000
H -0.947 -2.261 -4.372  0.000
C 2.242 -1.044 -3.484  -0.006
H 4.067 -0.529 5.506  0.012
H -0.203 2.783 -2.931  0.000
H 9.578 -6.503 2.101  -0.001
H -3.294 2.326 -0.735  0.000
H 1.780 2.423 -6.946  0.000
C -0.384 -0.037 3.161  0.057
K -0.897 4.631 -0.080  0.001
C -4.267 2.086 -0.241  0.000
H -3.198 -0.398 -2.870  0.000
H -4.606 1.599 -2.567  0.000
C -1.133 -3.214 -2.434  0.000
H -7.144 0.593 5.873  0.000
C -4.650 -1.949 -2.317  0.000
N 2.244 1.597 -1.450  -0.357
H 1.156 -5.380 1.955  0.008
C 6.638 -4.436 1.498  0.020
O 6.872 -5.383 0.728  0.548
H 0.543 2.561 0.577  0.000
H 2.903 4.459 -3.264  -0.002
H -3.963 -0.094 -0.450  0.000
C -1.946 -0.252 3.095  0.002
C -4.193 2.330 1.314  0.000
H 2.864 5.453 5.661  0.000
O 4.514 -1.855 2.751  0.097
C -5.030 0.646 -2.191  0.000
H -1.978 2.462 -5.846  0.000
O 5.764 -3.492 1.099  0.035
H -6.128 0.597 -2.306  0.000
H -4.987 -2.667 -3.084  0.000
H -5.018 2.795 -0.650  0.000
C -3.504 -2.618 -1.487  0.000
H 0.299 0.235 0.243  0.000
H -0.487 -3.826 -1.778  0.000
H 1.214 -0.598 -1.014  0.000
H 0.921 -4.247 -0.033  0.000
H 2.111 4.577 3.409  0.000
H -1.828 0.212 0.961  0.000
H -2.462 0.105 4.006  0.000
H -0.229 7.837 1.714  0.000
H 2.726 -0.557 -2.618  -0.003
C 0.988 -3.305 -4.007  0.000
H 8.890 -7.102 0.600  0.000
H 1.235 -4.384 -4.004  0.000
Cl 1.770 0.665 2.127  0.095
C -0.563 -3.183 -3.884  0.000
H -1.081 -2.168 -2.055  0.000
H 4.780 2.631 -1.511  0.001
H -7.263 -1.502 2.815  0.000

## Properties
- E_LUMO (spin up / spin down): -2.65 / -5.65 eV
- Net charge: +1
- ⟨S²⟩: 1.765
- Gap between HOMO and LUMO (spin up / spin down): 0.2500 / 0.1454 Eh
- 2S+1: 2

***

2.
Entry from the Open Molecules 2025 dataset: 10 unconnected molecules or ions with the total composition C39H83N3O21 at a distorted geometry (ωB97M-V with the def2-TZVPD basis set).

Each line ends with the Mulliken charge.
Atoms and positions in Å:
H 1.555 16.648 15.813  -0.693
H -1.104 24.094 16.637  0.235
H 13.346 18.074 13.390  0.381
C -3.715 14.994 13.539  -0.058
C -3.113 19.892 11.121  -0.596
H 2.187 20.673 15.193  0.238
H -0.224 20.410 14.674  0.005
H -3.210 23.369 13.116  0.289
H 1.309 23.029 15.576  0.398
H -1.801 17.707 16.481  -0.112
H -0.659 28.733 21.265  0.289
H 6.099 20.825 15.898  0.093
C 0.833 23.646 14.813  -0.439
O -5.040 19.955 14.582  -0.332
H -5.918 18.275 14.652  0.293
H -3.890 19.994 11.878  0.340
H 0.026 23.092 14.334  0.066
H -0.364 20.785 7.101  0.174
C 11.158 18.124 13.704  -0.275
H 12.929 18.520 15.004  0.398
O 0.291 24.932 15.333  -0.470
H -3.627 17.441 8.959  0.181
O 2.195 19.817 13.287  -0.058
C 1.951 19.729 14.703  -0.150
C -0.333 24.863 16.589  -0.167
H -2.544 27.802 18.269  0.339
C 6.186 21.890 16.116  -0.803
H -0.930 17.156 13.147  0.349
H -1.057 20.656 5.601  0.320
H -2.692 14.658 13.713  0.115
C 13.986 20.654 13.588  -0.813
C 4.833 22.470 15.905  0.422
H 7.586 16.965 11.972  0.399
H 9.916 16.293 12.051  0.363
H 6.622 22.069 17.099  0.330
C -4.634 14.293 14.471  0.197
O -1.103 16.911 18.314  -0.388
H -0.348 14.559 21.388  0.323
H 2.530 15.377 16.361  0.408
N 0.371 14.275 14.169  -0.504
C -0.679 18.209 13.269  -0.378
C -1.268 21.094 6.576  -0.553
C 8.206 17.740 12.424  -0.515
H 1.609 23.773 14.057  0.206
C 0.961 21.403 10.645  0.851
C 0.050 17.636 18.479  0.340
H 2.435 18.841 15.112  0.162
C -0.894 27.919 21.950  -0.706
H -0.563 19.358 9.771  0.074
O -1.595 18.467 7.560  -0.587
O 10.836 18.189 12.265  -0.339
C -2.406 27.100 20.304  -0.625
H -0.296 16.544 22.874  0.257
H -1.847 26.491 16.269  0.291
C -1.914 19.068 13.040  0.844
H -5.189 17.648 8.404  0.315
H -4.484 18.055 15.562  0.023
H -3.798 16.074 13.666  -0.196
H 0.812 24.207 10.420  0.334
H 7.749 18.592 11.920  0.400
H 14.585 20.105 12.862  0.318
H -2.853 26.144 20.031  0.311
O 0.808 14.380 23.150  -0.343
O -0.239 18.313 14.645  0.220
H 1.590 12.604 23.873  0.255
H 0.450 24.640 17.314  0.294
H -3.894 14.790 12.484  0.350
C -2.071 17.546 17.525  -0.467
C 0.373 19.556 14.992  -0.629
C -3.259 22.912 14.105  -0.383
H -3.631 23.550 14.906  0.359
H -3.607 19.593 10.196  0.117
H 3.558 21.322 13.186  0.269
H 1.895 12.898 22.152  0.306
H 1.344 14.725 21.075  0.277
C -4.241 20.963 15.074  0.829
H 14.560 20.508 14.503  0.311
H -3.954 16.757 7.420  0.306
H -0.231 26.999 16.786  0.291
H -0.183 18.693 18.609  0.410
H 6.134 17.151 13.760  0.375
O 12.686 20.127 13.736  -0.296
O -3.849 18.876 7.471  -0.334
H -5.994 18.867 16.158  0.401
H -1.339 22.182 6.568  0.244
H -1.726 20.133 13.180  -0.210
C 0.395 16.405 22.042  -0.489
H 0.016 18.618 12.535  -0.094
C 0.670 17.152 19.768  -0.775
O 1.745 22.449 10.327  -0.416
H -2.339 18.541 17.882  0.448
H -0.863 27.982 19.013  0.315
C 12.617 18.644 13.967  -0.748
H 6.885 22.181 15.332  0.291
H -3.112 27.880 20.587  0.378
O -1.381 26.059 18.306  -0.265
H 0.525 18.973 8.506  0.452
H 11.128 17.120 14.126  0.352
O -0.114 17.148 20.974  -0.338
H 1.191 16.232 19.501  0.290
H 2.443 24.375 11.041  0.299
H 4.225 19.644 13.325  -0.061
O -1.475 26.774 21.321  -0.321
H -1.573 28.412 22.645  0.293
H 1.578 17.721 19.968  0.431
N -5.339 13.764 15.199  -0.391
C 0.582 14.916 21.830  -0.283
O 0.100 21.414 11.484  -0.381
H -2.855 18.866 13.550  -0.170
H 10.431 18.684 14.292  0.242
C 2.141 15.808 15.439  0.402
H -0.065 27.647 22.605  0.266
C -1.734 27.350 18.841  -0.411
H 0.259 19.514 16.075  0.285
C 1.572 23.719 11.030  -0.518
H -2.977 16.956 17.382  0.363
C 1.163 14.922 14.724  0.320
H 0.625 17.349 17.598  -0.446
H 14.064 21.641 13.130  0.293
C -5.262 18.790 15.354  -0.556
O -3.752 21.009 16.195  -0.601
O -4.109 21.808 14.001  -0.268
H 6.600 17.698 15.327  0.328
H 1.035 23.651 11.975  0.029
O -2.165 18.930 11.626  -0.369
C 6.714 17.923 14.266  -0.670
C 9.660 17.339 11.882  -0.727
C -0.983 26.216 16.874  -0.598
N 3.814 22.936 15.700  -0.330
H 3.480 20.275 11.810  0.239
H -2.748 20.915 11.031  0.167
H 0.256 12.421 22.697  0.282
C 1.155 12.984 22.949  -0.694
H 9.566 17.290 10.797  0.377
C 3.445 20.276 12.900  -0.470
O 1.230 20.456 9.689  -0.436
C -2.575 19.186 7.464  0.900
O 8.073 17.751 13.843  -0.329
H 2.951 16.107 14.773  0.112
H -2.243 22.673 14.419  -0.058
H 1.361 16.852 22.278  0.308
C 0.501 19.290 9.548  -0.634
C -4.165 17.635 8.031  -0.596
H 6.379 18.956 14.177  0.119
O -2.493 20.458 7.063  -0.339
H 0.870 18.474 10.169  0.327

## Properties
- Structure (SMILES): COC(=O)OC.COC(=O)OC.COC(=O)OC.COCCOCCOC.COCCOCCOC.COCCOCCOC.COCCOCCOC.CC#N.CC#N.CC#N
- E_LUMO: 0.05 eV
- Gap between HOMO and LUMO: 0.3490 Eh
- Energy relative to the best compared isomer or geometry (same formula, charge and spin): 0.0 kcal per mole

***

3.
Entry from the Open Molecules 2025 dataset: 12 unconnected molecules or ions with the total composition C39H84O33 at a distorted geometry (ωB97M-V with the def2-TZVPD basis set).

Each line ends with the Mulliken charge.
Atoms and positions in Å:
O -4.848 -2.264 0.763  0.019
C -0.644 -4.108 7.204  -0.800
H 2.902 1.340 1.887  0.046
C 0.721 -1.051 0.864  0.990
H -2.018 -4.523 2.607  0.415
H -1.260 3.589 3.853  -0.042
H -6.811 -3.186 0.914  0.402
O 0.709 -1.658 -5.153  -0.115
H -3.254 -0.573 -0.325  0.116
O -4.442 0.665 2.587  -0.302
H -0.515 3.752 1.422  -0.147
H -1.656 3.303 -6.064  0.325
H -6.772 -1.466 0.991  0.307
H -0.376 -7.453 1.407  0.277
H -4.763 -0.080 -4.076  0.321
C -0.863 4.150 0.469  0.000
H -0.829 1.814 -5.466  0.187
O 2.489 -3.425 -2.556  -0.638
H -5.035 -1.061 -1.851  0.031
C 0.669 2.083 -2.046  -0.434
O -0.486 6.634 1.570  -0.619
H 1.989 8.540 -0.628  0.225
H -3.959 -0.648 -6.317  0.243
H 0.332 8.770 0.201  0.311
H -0.574 1.042 3.282  -0.135
C 5.522 3.554 4.058  -0.530
H -1.655 -3.874 7.540  0.190
H 2.831 -0.900 -3.991  0.048
O 1.189 6.897 0.117  -0.284
H -6.577 -2.211 -0.533  0.325
O 6.065 -0.255 -0.364  -0.223
H 0.675 -2.104 1.143  -0.437
C -4.349 -3.016 1.671  0.493
C 2.050 0.988 1.305  0.396
H 1.795 8.483 1.156  0.301
C 6.643 -1.203 0.527  -0.732
C 4.344 -4.540 -0.756  -0.802
O -3.890 3.652 -4.259  -0.633
H -4.223 -2.505 -2.269  0.335
C -2.814 0.015 -1.129  -0.536
O -4.997 -3.811 2.385  -0.691
O 1.898 -0.410 1.464  -0.414
H -1.155 0.825 4.891  0.356
C -0.798 -7.621 0.417  -0.727
C -4.233 -1.437 -2.486  -0.201
C 3.181 3.260 3.953  0.223
C 2.985 -2.737 -6.512  -0.464
H 5.642 3.142 3.056  0.075
H 5.128 -4.801 -0.046  0.253
H 2.354 -2.116 3.567  0.259
H 1.873 4.955 4.532  0.388
H -0.363 2.430 -2.106  -0.580
C -4.126 -1.723 -6.253  -0.713
H -1.511 -2.840 -2.020  0.010
H -0.981 3.358 -0.270  -0.302
H 3.120 3.273 2.864  -0.237
H -1.437 -2.394 -0.358  -0.188
H -4.012 3.719 -0.500  -0.074
O 4.182 -3.150 -0.934  0.038
O -2.834 3.445 -2.230  0.049
H 0.750 1.370 -2.866  -0.167
H -3.499 -2.389 -6.844  0.217
C 0.711 -3.304 5.497  0.690
C 5.374 3.199 -0.586  -0.523
O 3.506 -1.396 -2.026  -0.007
O -3.884 -1.884 -4.833  -0.332
H 4.621 -4.993 -1.708  0.364
H 2.865 0.438 -2.885  0.362
C 2.681 -0.635 -2.944  -0.381
O -1.505 -6.474 -0.040  -0.350
H 6.123 -1.345 1.474  0.295
O 4.243 4.023 4.380  -0.442
H -1.354 -8.555 0.500  0.297
H 0.871 -0.916 -0.207  -0.557
C -0.907 -5.237 0.053  0.719
H 4.945 3.568 -1.518  0.251
C -2.961 3.333 -3.554  0.595
H -2.777 -3.313 3.619  0.550
C -0.512 -1.146 -4.479  0.145
H -5.117 -2.110 -6.493  0.324
H -1.817 4.625 0.699  0.503
O 1.961 -1.960 -7.104  -0.366
O -1.846 2.736 -4.001  -0.126
C 1.315 8.301 0.195  -0.732
O -2.770 2.223 2.403  -0.638
O 1.639 -3.114 6.235  -0.604
C 0.849 -1.428 -6.494  0.595
H 2.750 -3.758 -6.212  0.279
H 6.327 4.268 4.232  0.300
H -3.284 5.130 -1.119  0.315
H 3.393 2.209 4.149  0.278
C -1.190 0.384 3.895  -0.160
H 7.640 -0.845 0.782  0.377
C -2.213 -3.455 2.697  -0.806
H 3.474 -2.300 -5.642  0.129
H 3.764 -2.749 -7.275  0.291
H -0.599 -5.197 7.190  0.282
H 1.437 2.848 -2.167  0.636
C 0.225 6.233 0.658  0.729
O -2.987 -0.764 -2.313  0.509
O 0.821 1.470 -0.753  1.402
C -1.136 -3.177 -1.054  0.544
O 5.563 1.305 1.299  -0.529
H -3.409 0.928 -1.092  0.496
H 5.637 2.702 4.729  0.330
O 0.737 -3.310 4.185  0.042
C -0.428 4.085 4.354  -0.772
O -0.518 -3.673 5.914  -0.222
H 1.624 -0.794 -2.729  -0.090
C 1.903 3.868 4.459  -0.597
C -5.356 1.450 1.851  -0.044
H -5.913 0.704 1.282  0.026
O 0.078 -0.827 -7.210  -0.548
H 2.748 -3.791 3.985  0.499
O -1.581 -4.429 -0.735  -0.490
C 5.775 0.979 0.137  0.852
H -1.767 0.293 -1.006  -0.185
C 1.996 -3.145 3.534  -0.696
C -6.288 -2.318 0.513  -1.032
H -0.530 -0.483 3.867  0.049
H 1.245 1.543 1.786  -0.671
O 0.037 -4.951 0.815  -0.470
H -4.698 4.424 -1.991  0.400
O 0.730 3.477 3.763  0.186
H 4.653 3.347 0.217  0.119
H 3.449 -5.080 -0.446  0.224
H -1.406 -1.471 -5.013  0.419
H 2.409 2.541 -0.218  0.635
H -0.716 -1.403 -3.439  -0.208
H -1.252 -2.955 2.578  -0.162
H 0.168 -3.687 7.798  0.375
O -3.018 -2.873 1.700  0.128
O 0.139 5.080 0.066  -0.195
H 6.281 3.763 -0.364  0.308
C 3.327 -2.739 -1.911  0.540
H -0.054 -3.074 -1.131  0.044
H -4.916 2.157 1.148  -0.162
O -2.465 0.116 3.377  -0.219
H -2.649 1.949 -5.663  0.265
C -3.162 1.050 2.714  0.909
H -0.576 3.980 5.428  0.363
C -4.655 -1.148 -3.884  -0.994
C 2.082 1.502 -0.169  -0.387
H 1.908 3.535 5.497  0.249
H -5.666 -1.557 -3.894  0.455
C -1.716 2.444 -5.395  -0.708
H 2.757 0.902 -0.779  -0.548
C -3.779 4.214 -1.443  -0.564
H -0.493 5.155 4.156  0.384
H 1.891 -3.393 2.478  0.056
H 6.721 -2.173 0.035  0.182
H -0.135 -0.465 1.199  0.091
H -0.502 -0.059 -4.556  -0.150
H 0.082 -7.931 -0.147  0.307
H -6.059 1.950 2.516  0.314
O 5.609 1.837 -0.874  -0.337

## Properties
- Structure (SMILES): COC(=O)OC.COC(=O)OC.COC(=O)OC.COC(=O)OC.COC(=O)OC.COC(=O)OC.COC(=O)OC.COC(=O)OC.COC(=O)OC.COCCOC.COCCOC.COCCOC
- E_LUMO: 0.43 eV
- Gap between HOMO and LUMO: 0.3622 Eh
- Energy relative to the best compared isomer or geometry (same formula, charge and spin): 29.9 kcal per mole